Formula: C14H14N2O4Sc
Source: the Open Molecules 2025 dataset
Level of theory: ωB97M-V with the def2-TZVPD basis set

Properties
* frontier orbital gap: 4.13 eV
* strongest force on any atom: 3.009 eV Å⁻¹
* 2S+1: 1
* energy: -46616.149 eV
* charge: -1

Each line ends with the Löwdin charge.
Atoms and positions in Å:
C  -0.368  1.022  -4.075  -0.182
C  1.037  1.119  -3.795  -0.204
C  1.222  2.083  -2.747  -0.188
C  -0.072  2.589  -2.388  -0.196
C  -1.056  1.925  -3.196  -0.185
Sc  0.001  0.152  -1.798  0.869
N  -1.288  -1.358  -2.255  -0.188
C  -0.252  -2.252  -2.727  -0.509
C  1.154  -1.697  -2.654  -0.250
H  2.179  2.425  -2.354  0.095
H  1.830  0.563  -4.287  0.088
H  -0.259  3.394  -1.678  0.096
H  -2.126  2.132  -3.199  0.096
H  -0.822  0.407  -4.851  0.102
H  1.586  -1.557  -3.647  -0.002
H  -0.247  -3.187  -2.113  0.073
H  -2.229  -1.682  -2.477  0.021
H  1.785  -2.274  -1.968  0.008
H  -0.485  -2.536  -3.782  0.079
O  -0.994  0.903  -0.007  -0.056
C  -0.059  0.338  0.666  -0.525
O  0.960  -0.169  0.043  -0.083
C  -0.140  0.162  2.153  -0.097
C  0.499  -0.966  2.676  0.013
C  0.476  -1.213  4.041  0.021
C  -0.152  -0.284  4.888  -0.166
C  -0.821  0.844  4.374  0.014
C  -0.819  1.064  2.998  0.012
N  -0.018  -0.486  6.291  -0.326
O  0.632  -1.498  6.646  0.033
O  -0.525  0.312  7.105  0.049
H  1.025  -1.645  2.005  0.131
H  0.970  -2.084  4.457  0.117
H  -1.299  1.520  5.078  0.115
H  -1.326  1.931  2.576  0.124